# 1
C4H7NO in the gas phase. Source: the OMol25 dataset; level of theory: ωB97M-V/def2-TZVPD.

```
13
Properties=species:S:1:pos:R:3:forces:R:3
C 0.2106 -1.3664 0.5406 0.0 -0.2 -0.1
O -0.0276 -0.1944 1.2304 0.2 0.1 0.1
C -0.5303 0.7338 0.2457 -0.1 0.3 -0.1
C 0.6295 1.4935 -0.3935 0.0 0.1 -0.1
C -1.2776 -0.0866 -0.8011 0.4 -0.5 0.4
N -0.8049 -1.2855 -0.5492 0.0 0.0 0.3
H 1.2153 -1.3967 0.0820 -0.2 0.0 0.1
H -1.0876 -2.1398 -1.0052 -0.1 0.2 -0.3
H 0.0983 -2.2276 1.2111 -0.2 0.1 -0.3
H -1.1903 1.4203 0.7822 0.0 -0.1 -0.1
H 1.2444 1.9427 0.3920 -0.1 0.0 -0.1
H 1.2628 0.8182 -0.9816 -0.1 0.1 0.1
H 0.2549 2.2759 -1.0569 0.1 -0.1 0.0
```
Forces are in eV/Å.

The HOMO energy comes out at -8.76 eV. The calculation puts the electronic energy at -7796.8762 eV. The calculation puts the LUMO energy at 0.9 eV. The calculation puts the frontier orbital gap at 9.6 eV. The calculation puts the largest force on an atom at 0.01591 hartree/bohr. Its total charge is 0. The relative energy (zero: lowest compared OMol25 entry of this formula, charge and spin) is 63.8 kcal per mole.

Mulliken atomic charges, in units of e: atom 1 (C): -0.365, atom 2 (O): -0.418, atom 3 (C): 0.436, atom 4 (C): -1.175, atom 5 (C): -0.413, atom 6 (N): -0.022, atom 7 (H): 0.277, atom 8 (H): 0.167, atom 9 (H): 0.282, atom 10 (H): 0.293, atom 11 (H): 0.299, atom 12 (H): 0.277, atom 13 (H): 0.362



# 2
2 unconnected molecules or ions with the total composition CH3O3 in a non-equilibrium geometry. Source: the OMol25 dataset; level of theory: ωB97M-V/def2-TZVPD.

```
7
Properties=species:S:1:pos:R:3:forces:R:3
O 3.0430 2.6120 -0.5021 -0.7 0.1 0.7
H 2.8747 3.0201 0.3773 0.0 -0.6 -1.0
H 2.2515 2.0524 -0.6714 0.5 0.4 0.3
O -1.4035 1.1194 -1.2767 -0.5 -1.0 -0.5
O 0.0000 0.0000 0.0000 0.6 -1.1 0.3
C -1.0199 0.0590 -0.7093 0.0 2.4 0.5
H -1.7029 -0.8247 -0.7236 0.1 -0.2 -0.3
```
Forces are in eV/Å.

The HOMO energy comes out at -3.82 eV. The calculation puts the electronic energy at -7229.4230 eV. The calculation puts the LUMO energy at 4.2 eV. The calculation puts the frontier orbital gap at 8.0 eV. The calculation puts the largest force on an atom at 0.04801 hartree/bohr. Its total charge is -1. The relative energy (zero: lowest compared OMol25 entry of this formula, charge and spin) is 13.4 kcal per mole.

Mulliken atomic charges, in units of e: atom 1 (O): -0.696, atom 2 (H): 0.306, atom 3 (H): 0.385, atom 4 (O): -0.679, atom 5 (O): -0.646, atom 6 (C): 0.024, atom 7 (H): 0.307



# 3
C4H7ClN2 in the gas phase in a non-equilibrium geometry. Source: the OMol25 dataset; level of theory: ωB97M-V/def2-TZVPD.

```
14
Properties=species:S:1:pos:R:3:forces:R:3
C 1.6062 0.2473 0.6295 -2.4 -0.4 2.1
C 0.1672 0.3045 0.6281 -1.3 1.0 -0.4
C 2.4033 -0.0316 -0.3278 1.9 -0.1 0.3
C -2.0947 0.2450 -0.0757 0.2 1.0 3.3
N -0.5655 -1.2694 -1.0120 2.5 1.3 0.9
N -0.7381 -0.2426 -0.2073 1.1 -0.8 1.3
Cl 4.0584 0.0204 -0.0421 1.8 0.0 0.1
H 2.0732 0.3375 1.5924 -0.1 0.7 0.4
H -0.2032 1.1094 1.2931 -0.2 -0.8 -0.6
H 2.1746 -0.3821 -1.2370 -1.1 -0.9 -3.3
H -2.2710 0.5563 0.9890 0.5 0.4 -1.1
H -2.2865 1.0101 -0.7542 -0.2 1.5 -1.1
H -2.8584 -0.4542 -0.1512 -0.8 -2.0 -0.8
H -1.4653 -1.4505 -1.3249 -1.9 -0.7 -1.1
```
Forces are in eV/Å.

The HOMO energy (spin up / spin down) comes out at -7.55 / -7.55 eV. The calculation puts the electronic energy at -19760.4921 eV. The calculation puts the LUMO energy (spin up / spin down) at 0.4 / 0.4 eV. The calculation puts the frontier orbital gap (spin up / spin down) at 8.0 / 8.0 eV. The calculation puts the largest force on an atom at 0.06996 hartree/bohr. Its total charge is 0. The relative energy (zero: lowest compared OMol25 entry of this formula, charge and spin) is 97.8 kcal per mole.

Mulliken atomic charges, in units of e: atom 1 (C): -0.468, atom 2 (C): 0.011, atom 3 (C): -0.234, atom 4 (C): -1.044, atom 5 (N): -0.924, atom 6 (N): 0.603, atom 7 (Cl): -0.195, atom 8 (H): 0.291, atom 9 (H): 0.178, atom 10 (H): 0.479, atom 11 (H): 0.311, atom 12 (H): 0.306, atom 13 (H): 0.448, atom 14 (H): 0.241



# 4
9 unconnected molecules or ions with the total composition C23H27F5N4O15 in a non-equilibrium geometry. Source: the OMol25 dataset; level of theory: ωB97M-V/def2-TZVPD.

```
74
Properties=species:S:1:pos:R:3:forces:R:3
O 5.1387 -7.4484 -16.9464 1.1 -1.6 -0.5
C 5.8860 -8.4063 -16.8731 -1.5 3.5 0.1
O 6.7376 -8.8441 -17.7527 0.5 -0.9 -1.9
C 7.2324 -10.1194 -17.3015 0.6 0.1 0.3
C 7.0321 -9.9925 -15.7908 0.6 -1.2 -2.0
F 8.1636 -9.4738 -15.2695 0.7 0.4 0.9
O 6.0437 -9.0599 -15.7475 -1.6 -0.7 3.3
H 6.6475 -10.9448 -17.7071 0.1 0.1 -0.2
H 8.2988 -10.1807 -17.5189 -0.2 -0.2 -0.3
H 6.8111 -10.9515 -15.3221 -0.3 0.4 0.4
O 0.1688 -7.6408 -14.9411 2.6 -1.1 1.8
C 0.7617 -8.1817 -14.0118 -1.5 2.7 -2.5
O 0.1686 -9.0673 -13.2794 -2.2 -1.1 -0.4
C 0.8440 -9.3197 -12.1386 1.4 -1.4 2.9
C 2.2130 -8.6388 -12.2676 -1.3 0.1 -1.0
F 3.2023 -9.5217 -12.4612 0.6 -0.5 -0.3
O 1.9858 -7.9042 -13.4854 0.7 0.6 0.1
H 0.3438 -8.9813 -11.2311 -0.4 0.4 -0.2
H 0.9278 -10.4000 -12.0205 0.4 0.0 0.0
H 2.5186 -8.0022 -11.4372 -0.2 0.3 -0.3
O 4.1895 -0.3714 -15.3236 -1.1 -4.5 1.3
C 3.7846 -1.5276 -15.0696 2.0 4.4 -0.1
O 4.2046 -2.3578 -14.0826 1.0 1.7 0.2
C 3.5568 -3.5889 -14.1558 1.3 -1.7 -0.7
C 2.4178 -3.2874 -15.0912 0.4 -0.8 0.3
F 1.4366 -3.0602 -14.2035 -2.2 1.1 0.2
O 2.8259 -2.1077 -15.7613 -1.6 -1.3 -0.5
H 4.2496 -4.3515 -14.5116 0.2 0.1 -0.6
H 3.2882 -3.9833 -13.1758 -0.6 0.6 0.0
H 2.0411 -4.0420 -15.7817 0.5 0.2 -0.2
O 9.1893 -10.8065 -21.8394 -1.9 -0.2 -3.3
C 8.7606 -10.9168 -22.9917 1.4 0.8 4.3
O 7.5764 -10.5519 -23.4863 0.0 0.9 1.3
C 7.5197 -11.0256 -24.7940 -0.7 -0.6 -1.2
C 8.9502 -11.2093 -25.1978 -2.1 -1.3 -0.2
F 9.3359 -10.0888 -25.8027 1.5 1.5 -0.2
O 9.4949 -11.4570 -23.9582 2.5 -0.5 -0.8
H 7.0646 -12.0124 -24.7087 -0.6 0.1 -0.7
H 7.0995 -10.2938 -25.4838 -0.7 -0.3 0.3
H 9.0749 -12.0168 -25.9193 0.5 -0.2 0.4
O 6.5327 -6.7184 -8.0747 1.5 1.5 -2.8
C 6.8725 -6.3100 -9.1774 -1.3 -0.4 2.0
O 6.5168 -6.8886 -10.3159 -2.2 -2.3 1.3
C 7.0678 -6.3264 -11.4109 1.6 1.7 -1.5
C 7.5240 -4.9233 -10.8784 1.4 -4.3 -0.6
F 6.6197 -4.0325 -11.0821 -2.0 2.7 -1.0
O 7.5556 -5.1774 -9.5251 1.1 0.2 2.4
H 7.9102 -6.9588 -11.6910 0.2 0.3 -0.4
H 6.3975 -6.1726 -12.2566 -0.3 -0.4 0.2
H 8.4970 -4.7200 -11.3257 0.0 0.8 0.5
C 7.5689 -3.5291 -19.6125 0.2 -0.9 -0.8
C 7.6172 -3.1883 -21.0815 -0.1 0.2 -0.1
N 7.6866 -2.9373 -22.2144 -0.1 -0.4 1.8
H 7.7873 -2.7091 -18.9285 -0.1 0.0 -0.4
H 8.2551 -4.3559 -19.4288 0.7 0.3 -0.2
H 6.6710 -4.0704 -19.3142 -0.6 0.7 -0.4
C 1.9414 -12.2170 -16.9929 0.8 -0.2 0.0
C 3.1518 -12.8987 -16.5280 1.0 0.0 0.5
N 4.0989 -13.4386 -16.1464 -0.7 0.4 -0.3
H 1.2930 -12.0847 -16.1268 -0.4 -0.3 -0.4
H 1.6030 -12.8457 -17.8164 -0.8 0.2 0.2
H 2.1759 -11.2275 -17.3854 0.1 -0.1 0.0
C 12.6112 -10.9266 -14.9002 -1.0 -1.2 -1.0
C 12.0184 -11.7371 -15.9937 -0.1 -0.6 -1.0
N 11.5517 -12.3893 -16.8305 0.5 0.8 1.0
H 12.2769 -9.9046 -15.0791 0.4 0.0 0.4
H 13.6895 -11.0860 -14.8948 -0.1 0.4 0.1
H 12.1444 -11.3908 -14.0315 0.2 0.6 0.5
C 11.1332 -15.4568 -11.8085 -0.1 -0.8 -0.7
C 10.1712 -14.4382 -12.2388 -2.2 2.5 -0.1
N 9.3789 -13.6103 -12.5197 2.6 -2.6 0.7
H 11.7788 -15.6901 -12.6552 0.3 0.3 0.1
H 10.6265 -16.4061 -11.6346 -0.3 0.1 0.1
H 11.7209 -15.2499 -10.9141 -0.2 0.5 -0.2
```
Forces are in eV/Å.

The HOMO energy comes out at -11.00 eV. The calculation puts the electronic energy at -74545.8733 eV. The calculation puts the LUMO energy at 0.1 eV. The calculation puts the frontier orbital gap at 11.1 eV. The calculation puts the largest force on an atom at 0.09486 hartree/bohr. Its total charge is 0.

Mulliken atomic charges, in units of e: atom 1 (O): -0.612, atom 2 (C): 0.680, atom 3 (O): -0.320, atom 4 (C): -0.449, atom 5 (C): 0.339, atom 6 (F): -0.317, atom 7 (O): -0.265, atom 8 (H): 0.283, atom 9 (H): 0.286, atom 10 (H): 0.351, atom 11 (O): -0.566, atom 12 (C): 0.630, atom 13 (O): -0.338, atom 14 (C): -0.413, atom 15 (C): 0.384, atom 16 (F): -0.274, atom 17 (O): -0.236, atom 18 (H): 0.273, atom 19 (H): 0.281, atom 20 (H): 0.259, atom 21 (O): -0.591, atom 22 (C): 0.660, atom 23 (O): -0.285, atom 24 (C): -0.314, atom 25 (C): 0.428, atom 26 (F): -0.293, atom 27 (O): -0.308, atom 28 (H): 0.146, atom 29 (H): 0.199, atom 30 (H): 0.354, atom 31 (O): -0.571, atom 32 (C): 0.670, atom 33 (O): -0.288, atom 34 (C): -0.458, atom 35 (C): 0.268, atom 36 (F): -0.289, atom 37 (O): -0.291, atom 38 (H): 0.315, atom 39 (H): 0.317, atom 40 (H): 0.325, atom 41 (O): -0.548, atom 42 (C): 0.669, atom 43 (O): -0.312, atom 44 (C): -0.435, atom 45 (C): 0.367, atom 46 (F): -0.277, atom 47 (O): -0.337, atom 48 (H): 0.301, atom 49 (H): 0.245, atom 50 (H): 0.331, atom 51 (C): -0.723, atom 52 (C): 0.308, atom 53 (N): -0.350, atom 54 (H): 0.273, atom 55 (H): 0.248, atom 56 (H): 0.245, atom 57 (C): -0.653, atom 58 (C): 0.320, atom 59 (N): -0.413, atom 60 (H): 0.227, atom 61 (H): 0.274, atom 62 (H): 0.258, atom 63 (C): -0.595, atom 64 (C): 0.265, atom 65 (N): -0.408, atom 66 (H): 0.240, atom 67 (H): 0.292, atom 68 (H): 0.211, atom 69 (C): -0.775, atom 70 (C): 0.340, atom 71 (N): -0.370, atom 72 (H): 0.257, atom 73 (H): 0.275, atom 74 (H): 0.277